No. 1
Here is 2 unconnected molecules or ions with the total composition CH3FO2P from OMol25. Energies are from ωB97M-V/def2-TZVPD.

## Properties
Molecular weight, g/mol: 97.0
Total charge: -1
HOMO-LUMO gap, eV: 5.9

Last columns: bonded neighbours and bond lengths (Å).
Element x y z (Å)
1 O -1.86659 1.23315 -0.85258  P7 1.464
2 H -0.35000 -0.10562 1.02963  C5 1.146
3 H 0.24328 -1.41711 -0.24843  C5 1.059
4 O -0.41308 -0.00998 -2.53306  P7 1.482
5 C 0.31739 -0.44359 0.16089  H2 1.146, H3 1.059, H6 1.123, P7 1.928
6 H 1.35226 -0.09019 0.41830  C5 1.123
7 P -0.59619 0.58664 -1.18848  O1 1.464, O4 1.482, C5 1.928
8 F 1.31292 0.24671 3.21372  no bonds


No. 2
Here is CH3FOS in the gas phase from OMol25. Energies are from ωB97M-V/def2-TZVPD.

## Properties
Molecular weight, g/mol: 82.1
HOMO-LUMO gap, eV: 10.1

Last columns: bonded neighbours and bond lengths (Å).
Element x y z (Å)
1 O 0.21752 -0.80652 0.52425  C5 1.479, S6 1.633
2 H -0.05136 1.24046 0.81094  C5 1.141
3 F 0.49341 0.70095 -1.17757  C5 1.352
4 H -1.50403 -1.10309 -1.11138  S6 1.402
5 C 0.60966 0.57354 0.16295  O1 1.479, H2 1.141, F3 1.352, H7 1.062
6 S -1.37495 -1.07682 0.28465  O1 1.633, H4 1.402
7 H 1.60975 0.47148 0.50617  C5 1.062


No. 3
Here is 2 unconnected molecules or ions with the total composition CH3FOS2 from OMol25. Energies are from ωB97M-V/def2-TZVPD.

## Properties
Molecular weight, g/mol: 114.2
HOMO-LUMO gap (alpha / beta), eV: 8.6 / 6.2

Last columns: bonded neighbours and bond lengths (Å).
Element x y z (Å)
1 H 0.27530 0.80882 -0.04461  C5 1.036
2 S -2.68023 0.34969 -0.21096  F3 1.754, O7 1.416, S8 1.979
3 F -3.11754 1.21380 1.25127  S2 1.754
4 H 0.33389 -0.70610 -1.07587  C5 1.111
5 C 0.05903 -0.20148 -0.12544  H1 1.036, H4 1.111, H6 1.130
6 H 0.00229 -1.02633 0.64541  C5 1.130
7 O -2.94524 1.32118 -1.20629  S2 1.416
8 S -3.89914 -1.17740 0.10303  S2 1.979


No. 4
Here is CH3FS2 in the gas phase from OMol25. Energies are from ωB97M-V/def2-TZVPD.

## Properties
Molecular weight, g/mol: 98.2
HOMO-LUMO gap, eV: 10.1

Last columns: bonded neighbours and bond lengths (Å).
Element x y z (Å)
1 S -0.80469 -1.02926 1.31784  H4 1.478, C6 1.970
2 S 0.31550 -0.01195 -1.50512  C6 1.851, H7 1.320
3 H 1.60970 -0.94315 0.35330  C6 1.146
4 H -1.21618 0.23406 1.96511  S1 1.478
5 F 1.09048 0.93944 0.76400  C6 1.352
6 C 0.69037 -0.26219 0.28986  S1 1.970, S2 1.851, H3 1.146, F5 1.352
7 H -0.88579 0.45708 -1.22578  S2 1.320


We obtain energy relative to the best compared isomer or geometry (same formula, charge and spin) values of 90.9; 25.7; 67.7; 10.2 kcal/mol for the records listed above, in that order.
We obtain electronic energy values of -17188.0105; -16684.3739; -27516.9121; -25472.5483 eV for the records listed above, in that order.